The following is a quantum chemistry calculation of 2 unconnected molecules or ions with the total composition C3H10BNOP2 at a distorted geometry, from the OMol25 dataset.

CARTESIAN COORDINATES (ANGSTROEM)
B: -0.8508 -1.4446 -2.3634
C: 0.8873 1.6627 0.8383
C: 0.0275 0.6738 1.4479
C: -1.4044 -2.3269 -3.5358
N: 0.4637 2.7356 0.3665
O: -0.7498 -0.6585 -1.4782
P: 0.7530 -1.0759 1.3466
P: -0.1866 0.9338 3.3974
H: 1.9538 1.2647 0.9295
H: -0.9900 0.6880 1.2240
H: -1.4443 -3.3675 -3.2801
H: -0.8382 -2.1628 -4.3868
H: -2.4431 -1.9416 -3.7425
H: 1.1520 3.4676 0.0838
H: 1.8999 -1.2421 2.2926
H: 1.6604 -0.7556 0.3174
H: -1.0103 2.0077 2.9893
H: 1.1199 1.5416 3.5536

Summary:
Max |F|: 4.11 eV/A
Total charge: 0
SMILES: [H]/N=C/C(P)P.CB=O
Gap between HOMO and LUMO: 9.3 eV
ΔE to the lowest compared entry with this formula, charge and spin: 33.69 kcal per mole

Atom charges from the Mulliken analysis, given in e for atoms 1 to 6: atom 1 (B): 0.432, atom 2 (C): -0.103, atom 3 (C): -0.334, atom 4 (C): -0.706, atom 5 (N): -0.611, atom 6 (O): -0.590


The following is a quantum chemistry calculation of a molecular structure, C13H35F3NbO8P2 at a distorted geometry, from the OMol25 dataset.

CARTESIAN COORDINATES (ANGSTROEM)
C: -2.0804 0.8026 -2.5594
C: -3.0305 0.0736 -1.5683
C: -2.2276 -0.6096 -0.4130
C: -1.8807 -2.0422 -0.9037
Nb: -3.6384 -0.5739 1.3820
C: -1.9106 -0.0750 2.7776
C: -1.8526 1.3943 3.2515
C: -0.9231 2.2563 2.4397
F: -1.3470 2.5030 1.2000
F: 0.3063 1.6895 2.3919
F: -0.7529 3.4528 3.0708
H: -1.7954 0.0867 -3.3337
H: -2.6237 1.6215 -3.0367
H: -1.1820 1.1597 -2.0571
H: -3.5554 -0.6893 -2.1430
H: -3.7642 0.7722 -1.1592
H: -1.3305 -0.0033 -0.2480
H: -2.8022 -2.4585 -1.3122
H: -1.5786 -2.7130 -0.1007
H: -1.1050 -1.9802 -1.6787
H: -4.1558 1.1899 1.1448
H: -4.9391 -1.1568 0.2213
H: -3.2845 -2.3629 1.6903
H: -4.8486 -0.7386 2.7763
H: -0.9665 -0.4151 2.3452
H: -2.0575 -0.6870 3.6739
H: -1.4396 1.4058 4.2660
H: -2.8367 1.8585 3.3234
C: 1.7380 6.7462 -1.1158
O: 2.6755 7.2786 -0.1634
P: 2.8504 6.4885 1.2648
O: 1.8711 7.1705 2.1408
O: 4.3857 6.9308 1.4341
C: 4.6720 8.3116 1.6305
O: 3.1417 5.0761 1.9678
C: 2.0074 4.1930 2.1669
H: 1.7528 7.3923 -1.9895
H: 2.0202 5.7376 -1.4203
H: 0.7309 6.7369 -0.6943
H: 3.8397 8.8249 2.1128
H: 4.8919 8.7857 0.6725
H: 5.5516 8.3761 2.2684
H: 1.3338 4.2179 1.3126
H: 1.4708 4.4865 3.0634
H: 2.3876 3.1835 2.2850
C: 2.7712 -8.3232 -2.3863
O: 1.8427 -7.3599 -2.8866
P: 0.9744 -6.4250 -1.7706
O: -0.1638 -7.4235 -1.8498
O: 0.7947 -5.1719 -2.7397
C: 0.2588 -5.3857 -4.0450
O: 0.2682 -5.6178 -0.5067
C: 0.0745 -6.3622 0.7049
H: 3.2227 -8.8231 -3.2404
H: 3.5618 -7.8472 -1.8034
H: 2.2527 -9.0637 -1.7714
H: -0.3966 -6.2562 -4.0625
H: 1.0683 -5.5161 -4.7634
H: -0.3112 -4.4965 -4.3049
H: 0.9350 -6.9983 0.9083
H: -0.8223 -6.9715 0.6180
H: -0.0494 -5.6555 1.5222

Summary:
Max |F|: 8.95 eV/A
Total charge: -1
Gap between HOMO and LUMO: 4.2 eV

Atom charges from the Mulliken analysis, given in e for atoms 1 to 6: atom 1 (C): -1.244, atom 2 (C): -0.249, atom 3 (C): 0.150, atom 4 (C): -1.471, atom 5 (Nb): -0.884, atom 6 (C): -1.332


The following is a quantum chemistry calculation of a molecular structure, C20H10CdClIN2O5S5 at a distorted geometry, from the OMol25 dataset.

CARTESIAN COORDINATES (ANGSTROEM)
Cd: -1.1447 -0.5535 0.6661
O: 1.0281 0.2330 4.5939
C: 0.5166 -0.1916 3.5356
O: -0.4861 0.2953 2.8732
C: 1.2426 -1.3755 2.7905
C: 2.4610 -1.9537 3.2756
C: 3.0096 -2.9998 2.5693
C: 2.3797 -3.4539 1.3893
C: 1.1074 -2.9011 1.0664
N: 0.5923 -1.8786 1.7657
C: 0.2860 -3.4471 -0.1227
O: 0.6158 -4.5500 -0.5169
O: -0.6836 -2.6840 -0.4111
H: 2.8984 -1.5671 4.2217
H: 3.9558 -3.3269 2.9489
H: 2.8263 -4.2068 0.7090
Cl: -3.3487 1.3954 -5.8682
C: -3.1964 0.6751 -4.3073
C: -4.3152 0.2221 -3.6453
C: -4.3165 -0.2372 -2.3758
I: -6.0978 -0.8995 -1.4279
C: -3.1720 -0.2558 -1.5446
O: -3.2086 -0.5652 -0.3098
C: -1.9260 0.0199 -2.2821
N: -0.7418 -0.1331 -1.6303
C: 0.3940 -0.0036 -2.2726
C: 0.4484 0.3403 -3.6244
C: -0.7079 0.5612 -4.3312
C: -1.9659 0.3773 -3.6546
H: -5.2704 0.3103 -4.1569
H: 1.2319 -0.2627 -1.6799
H: 1.3786 0.2944 -4.1193
H: -0.6452 0.8241 -5.3567
C: 2.6171 0.7739 1.1450
S: 2.2016 2.2881 0.2853
C: 1.1473 3.0986 1.3603
C: -0.1993 3.0033 1.4030
S: -1.2973 2.1528 0.3818
S: -0.8612 3.9800 2.7661
C: 0.5589 4.8145 3.2340
S: 0.5414 6.1564 4.2635
S: 1.9285 4.2615 2.4148
H: 3.6950 0.6087 0.9460
H: 2.1034 -0.1354 0.8417
H: 2.4189 0.8959 2.1909

Summary:
Max |F|: 2.66 eV/A
Total charge: -2
Gap between HOMO and LUMO: 6.3 eV
ΔE to the lowest compared entry with this formula, charge and spin: 12.67 kcal per mole

Atom charges from the Mulliken analysis, given in e for atoms 1 to 6: atom 1 (Cd): 1.596, atom 2 (O): -0.761, atom 3 (C): 0.475, atom 4 (O): -0.600, atom 5 (C): 0.176, atom 6 (C): -0.283


The following is a quantum chemistry calculation of a single C4H8O3 molecule, from the OMol25 dataset.

CARTESIAN COORDINATES (ANGSTROEM)
C: -1.3968 1.1088 -0.7592
C: -0.3913 0.3467 0.0778
O: -0.6650 0.5010 1.4417
C: -0.1791 -1.1383 -0.2943
O: 1.2504 -1.3846 -0.3334
C: 2.0203 -0.6159 0.4452
O: 1.8255 -0.2895 1.5935
H: -2.3942 0.6662 -0.7485
H: -1.0494 1.1621 -1.7975
H: -1.4632 2.1223 -0.3531
H: 0.5903 0.7997 -0.1579
H: 0.1493 0.1791 1.8805
H: -0.5116 -1.3826 -1.3092
H: -0.6885 -1.7971 0.4184
H: 2.9032 -0.2780 -0.1040

Summary:
Max |F|: 0.68 eV/A
Total charge: 0
SMILES: C[C@@H](O)COC=O
Gap between HOMO and LUMO: 11.1 eV
ΔE to the lowest compared entry with this formula, charge and spin: 35.18 kcal per mole

Atom charges from the Mulliken analysis, given in e for atoms 1 to 6: atom 1 (C): -1.507, atom 2 (C): 0.392, atom 3 (O): -0.587, atom 4 (C): -0.368, atom 5 (O): -0.331, atom 6 (C): 0.194


The following is a quantum chemistry calculation of a molecular structure, C32H24BCl60N3O5 at a distorted geometry, from the OMol25 dataset.

CARTESIAN COORDINATES (ANGSTROEM)
C: 3.1625 -2.9628 1.6477
C: 1.9950 -2.7629 2.3273
C: 1.1888 -1.4828 1.9131
N: 1.4641 -0.3440 2.5981
C: 0.6887 0.6858 2.0760
C: 0.8587 2.0375 2.7054
C: 0.1493 3.2208 2.2847
C: 0.3908 4.6180 2.9891
C: 0.7733 4.4259 4.5235
O: -0.3198 3.7183 5.1370
C: -0.8169 3.0926 1.1334
C: -1.6032 4.3564 0.6792
C: -1.0169 1.8013 0.4827
C: -2.0001 1.6444 -0.7455
O: -3.3692 1.9566 -0.4696
C: -3.9859 0.9110 0.2835
O: -5.0253 1.5404 1.0469
C: -5.4317 0.6122 2.0730
C: -6.9576 0.8665 2.4615
O: -7.0774 0.6440 3.8820
C: -0.2747 0.5886 0.9721
N: -0.5425 -0.6185 0.3366
C: 0.1978 -1.6564 0.8123
B: -0.0179 -3.1255 0.1480
N: -0.6756 -4.1586 1.0087
O: 0.3423 -3.4241 -1.1659
H: 3.6960 -3.9443 1.6149
H: 3.5775 -2.1154 1.0426
H: 1.6383 -3.4821 3.1015
H: 1.5849 2.1505 3.5528
H: 1.1449 5.2372 2.4362
H: -0.5913 5.1700 2.9902
H: 1.7402 3.8633 4.6310
H: 0.8441 5.4587 4.9662
H: 0.0722 3.0161 5.6866
H: -2.1555 4.7386 1.5896
H: -2.3926 4.1009 -0.0741
H: -0.9555 5.1674 0.2560
H: -1.9814 0.6068 -1.1746
H: -1.5764 2.3150 -1.5494
H: -3.2704 0.4130 0.9943
H: -4.4149 0.1551 -0.4375
H: -4.7753 0.7141 2.9870
H: -5.2691 -0.4331 1.6498
H: -7.2148 1.9378 2.2824
H: -7.6114 0.1361 1.9180
H: -6.8273 -0.2725 4.0945
H: -1.6701 -3.9555 1.1431
H: -0.2660 -4.1830 1.9451
H: -0.3461 -4.0017 -1.5531
C: 5.9557 -3.9799 -0.8704
Cl: 5.0991 -5.1562 0.1496
Cl: 6.4483 -4.7633 -2.3829
Cl: 4.8892 -2.6141 -1.2396
Cl: 7.3879 -3.3935 -0.0103
C: -1.2731 -5.2573 -4.3342
Cl: 0.1289 -4.1751 -4.2751
Cl: -1.8770 -5.5346 -2.6852
Cl: -2.5525 -4.5159 -5.3114
Cl: -0.7979 -6.8065 -5.0523
C: -7.7355 -1.7125 -0.8819
Cl: -9.3059 -1.6343 -0.0631
Cl: -7.8339 -2.8450 -2.2421
Cl: -7.2999 -0.1042 -1.4803
Cl: -6.4987 -2.2674 0.2624
C: 11.7010 -3.9636 0.4251
Cl: 11.0453 -3.0409 -0.9401
Cl: 10.7543 -5.4459 0.6451
Cl: 13.3914 -4.3846 0.0968
Cl: 11.6102 -2.9811 1.8968
C: 3.4858 -8.8382 0.7435
Cl: 3.4164 -7.3907 1.7687
Cl: 4.7091 -9.9521 1.3789
Cl: 1.9033 -9.6352 0.7428
Cl: 3.9133 -8.3725 -0.9117
C: 0.2857 -6.0585 -8.8976
Cl: -0.4237 -5.1086 -10.2158
Cl: -0.6056 -7.5824 -8.7212
Cl: 1.9832 -6.4071 -9.2661
Cl: 0.1881 -5.1396 -7.3864
C: 5.0823 -8.7941 -8.3219
Cl: 4.9830 -7.3738 -7.2638
Cl: 6.3397 -9.8898 -7.7230
Cl: 3.5217 -9.6364 -8.3340
Cl: 5.4864 -8.2756 -9.9700
C: -0.7357 5.1772 8.7529
Cl: -1.4973 6.1348 7.4723
Cl: -1.6662 3.6903 9.0120
Cl: 0.9218 4.7612 8.2744
Cl: -0.6968 6.1198 10.2541
C: 8.0795 -9.7224 -13.3531
Cl: 9.7375 -9.2076 -12.9944
Cl: 7.0135 -9.2603 -12.0112
Cl: 7.5270 -8.9390 -14.8449
Cl: 8.0388 -11.4825 -13.5597
C: -2.1047 9.2207 4.6078
Cl: -2.8872 8.0248 5.6573
Cl: -1.7273 8.4830 3.0408
Cl: -3.1960 10.5944 4.3621
Cl: -0.6058 9.7830 5.3708
C: -4.3613 3.4148 5.0609
Cl: -5.7692 3.7013 4.0241
Cl: -4.5193 1.8408 5.8613
Cl: -2.8877 3.4370 4.0860
Cl: -4.2606 4.6893 6.2889
C: -5.8093 12.2400 1.4854
Cl: -5.3405 12.7637 3.1139
Cl: -7.5609 12.4237 1.2881
Cl: -4.9710 13.2348 0.2816
Cl: -5.3638 10.5394 1.2609
C: 0.8745 8.7180 -0.0240
Cl: 0.8875 10.1478 1.0223
Cl: 2.1274 7.5825 0.5102
Cl: -0.7129 7.9310 0.0681
Cl: 1.1940 9.2062 -1.6969
C: -8.4756 2.1979 -4.8199
Cl: -9.3073 0.9246 -3.9112
Cl: -7.8761 1.5361 -6.3514
Cl: -9.6050 3.5235 -5.1507
Cl: -7.1115 2.8072 -3.8646
C: 8.0399 -0.5628 3.3028
Cl: 7.9080 1.1988 3.4489
Cl: 8.9390 -1.2058 4.6894
Cl: 6.4173 -1.2763 3.2670
Cl: 8.8968 -0.9691 1.8055

Summary:
Max |F|: 3.99 eV/A
Total charge: 0
Gap between HOMO and LUMO: 8.2 eV

Atom charges from the Mulliken analysis, given in e for atoms 1 to 6: atom 1 (C): -0.191, atom 2 (C): -0.833, atom 3 (C): -0.015, atom 4 (N): -0.645, atom 5 (C): 0.074, atom 6 (C): -0.662


The following is a quantum chemistry calculation of a single C13H10N4O molecule at a distorted geometry, from the OMol25 dataset.

CARTESIAN COORDINATES (ANGSTROEM)
N: 0.4693 1.9044 -3.3575
N: -0.5907 -0.0109 -0.5185
N: -1.7232 -0.4490 -0.1464
O: 3.0021 2.4397 -1.8877
C: 0.7307 1.3200 -2.2084
C: 4.2199 2.2475 -1.2954
C: 4.0404 1.1539 -0.3838
C: 2.7077 0.5936 -0.6538
C: -0.5283 0.7188 -1.6395
C: 2.1632 1.3806 -1.6682
C: -1.5078 0.9799 -2.5896
C: -1.8947 -2.3887 3.6145
C: -0.6216 -2.1516 2.9899
C: -3.0361 -1.9983 2.9686
C: -0.6158 -1.4987 1.6981
C: -3.0250 -1.2839 1.7413
C: -1.7612 -0.9915 1.0517
N: -0.9073 1.7841 -3.6256
H: 5.1397 2.7183 -1.4868
H: 4.7791 0.6704 0.2169
H: 2.2208 -0.2001 0.0437
H: -2.4943 0.5190 -2.6230
H: -1.9293 -2.8904 4.6024
H: 0.2952 -2.5621 3.3908
H: -4.0056 -2.0873 3.3920
H: 0.2907 -1.3475 1.2516
H: -3.9682 -0.7470 1.4454
H: -1.4498 2.1770 -4.3229

Summary:
Max |F|: 7.22 eV/A
Total charge: 0
SMILES: c1ccc(/N=N/c2c[nH]nc2-c2ccco2)cc1
Gap between HOMO and LUMO: 7.3 eV
ΔE to the lowest compared entry with this formula, charge and spin: 97.88 kcal per mole

Atom charges from the Mulliken analysis, given in e for atoms 1 to 6: atom 1 (N): -0.667, atom 2 (N): 0.162, atom 3 (N): -0.644, atom 4 (O): -0.311, atom 5 (C): -0.001, atom 6 (C): -0.403